{
  "formula": "C17H24N6O3",
  "method": "ωB97M-V/def2-TZVPD",
  "multiplicity": 1,
  "lumo_ev": 0.375,
  "total_energy_ev": -33094.63271,
  "relative_energy_ev": 8.962,
  "e_homo_ha": -0.2980,
  "fmax_ev_per_a": 7.33,
  "homo_lumo_gap_ev": 8.48,
  "species": ["C", "C", "C", "C", "C", "C", "C", "C", "C", "C", "C", "C", "C", "C", "C", "C", "C", "H", "H", "H", "H", "H", "H", "H", "H", "H", "H", "H", "H", "H", "H", "H", "H", "H", "H", "H", "H", "H", "H", "H", "H", "N", "N", "N", "N", "N", "N", "O", "O", "O"],
  "positions_angstrom": [[0.5951, 1.9347, -0.5859], [0.5282, 0.4630, -0.1673], [0.3724, 2.0725, -2.0980], [0.5299, 3.5801, -2.3561], [0.3883, 3.9893, -3.8211], [2.3106, 3.1510, -5.2349], [0.0990, -0.9604, 1.8482], [1.5157, -1.1392, 2.3669], [-0.5480, -2.0046, 0.8845], [-0.9903, -3.0267, 1.9292], [-0.5166, -4.2439, 2.2665], [-2.1521, -2.8212, 2.9208], [-2.0413, -3.9383, 3.7691], [-3.1844, -1.9245, 2.9033], [-3.0821, -4.1610, 4.6046], [-4.2411, -2.1530, 3.7775], [-4.1424, -3.2971, 4.6396], [2.6149, 1.8902, -0.9654], [2.0273, 2.2001, 0.6788], [-0.0596, 2.5589, 0.0591], [1.1723, 1.4821, -2.6902], [-0.6357, 1.9219, -2.3752], [1.5371, 3.6618, -2.0518], [-0.0832, 4.2729, -1.7266], [-0.8396, 4.4499, -4.3740], [1.1488, 5.1238, -4.0986], [0.5178, 2.1905, -5.2235], [2.8322, 4.7179, -4.1791], [2.6111, 1.2109, -5.6883], [3.9084, 2.3086, -5.9670], [0.2188, 1.3462, 1.6168], [-0.4800, -0.7867, 2.7275], [-1.3082, -1.8143, 0.1711], [0.4390, -2.3872, 0.3635], [0.2753, -4.6809, 1.5974], [-0.6288, -5.6887, 3.6492], [-3.2791, -1.1816, 1.8612], [-3.2013, -5.2880, 4.9565], [-5.0866, -1.3457, 3.5197], [-5.1018, -3.5927, 5.1417], [3.1090, -2.2652, 2.6791], [1.8934, 2.3965, -0.3302], [0.9844, 2.9099, -4.6873], [3.0840, 4.1064, -5.1252], [2.8021, 2.1699, -6.0092], [0.1891, 0.4054, 1.2268], [-1.1166, -4.8666, 3.2438], [0.8381, -0.5481, -0.8890], [2.0659, -0.0414, 2.9093], [2.1107, -2.3571, 2.3326]]
}

{
  "formula": "C39H51AuN4O3",
  "method": "ωB97M-V/def2-TZVPD",
  "multiplicity": 1,
  "lumo_ev": 4.084,
  "total_charge": -2,
  "total_energy_ev": -57066.09116,
  "relative_energy_ev": 1.240,
  "e_homo_ha": 0.0083,
  "fmax_ev_per_a": 0.53,
  "homo_lumo_gap_ev": 3.86,
  "species": ["Au", "C", "C", "C", "C", "C", "C", "C", "C", "C", "C", "C", "C", "N", "C", "C", "N", "C", "C", "C", "C", "C", "C", "C", "C", "C", "C", "C", "C", "H", "H", "H", "H", "H", "H", "H", "H", "H", "H", "H", "H", "H", "H", "H", "H", "H", "H", "H", "H", "H", "H", "H", "H", "H", "H", "H", "H", "H", "H", "H", "H", "H", "H", "H", "H", "N", "C", "N", "C", "C", "C", "C", "C", "H", "H", "H", "H", "H", "H", "H", "H", "H", "H", "O", "C", "C", "C", "C", "C", "C", "C", "O", "O", "H", "H", "H", "H", "H"],
  "positions_angstrom": [[0.6238, -0.8478, 0.2967], [-2.5510, -3.4694, 0.0303], [-1.4489, -2.9530, -0.8890], [-0.4807, -4.0740, -1.2660], [-1.9408, -2.2390, -2.1389], [-3.0828, -2.7232, -2.7347], [-3.5744, -2.2325, -3.9451], [-2.7875, -1.3029, -4.5940], [-1.6025, -0.7742, -4.0760], [-0.7895, -0.0297, -5.1467], [0.6951, -0.3979, -5.2169], [-1.0473, 1.4757, -5.3116], [-1.1966, -1.1288, -2.7254], [-0.2084, -0.5799, -2.0065], [0.2556, 0.6974, -2.2491], [1.3318, 1.2208, -1.6232], [2.0724, 0.5618, -0.6619], [3.2768, 1.0921, -0.3098], [4.2379, 1.4693, -1.3004], [5.3950, 2.1459, -0.9139], [5.7017, 2.4101, 0.4078], [4.8381, 1.9116, 1.3811], [3.6643, 1.2534, 1.0654], [2.8110, 0.7033, 2.1930], [3.4065, -0.5883, 2.7478], [2.5285, 1.7044, 3.3097], [4.2224, 0.9835, -2.7550], [3.7019, -0.4457, -2.9238], [3.6277, 1.9286, -3.8074], [-2.1243, -3.7612, 0.9930], [-3.0551, -4.3467, -0.3876], [-3.3049, -2.7025, 0.2131], [-0.8731, -2.2374, -0.3004], [-0.9819, -4.8065, -1.9075], [-0.1068, -4.5885, -0.3761], [0.3745, -3.6706, -1.8101], [-3.6148, -3.5291, -2.2404], [-4.4785, -2.6234, -4.3965], [-3.0691, -0.9933, -5.5995], [-1.2045, -0.4480, -6.0727], [1.2741, -0.0409, -4.3704], [1.1315, 0.0226, -6.1302], [0.8034, -1.4842, -5.2577], [-0.6976, 2.0901, -4.4839], [-2.1208, 1.6524, -5.4183], [-0.5528, 1.8369, -6.2195], [-0.3133, 1.3748, -2.8731], [1.5645, 2.2682, -1.8080], [6.1018, 2.4275, -1.6927], [6.6117, 2.9340, 0.6773], [5.0826, 2.0478, 2.4307], [1.8578, 0.4533, 1.7381], [4.3751, -0.3902, 3.2201], [3.5599, -1.3170, 1.9505], [2.7402, -1.0389, 3.4876], [3.4085, 1.8744, 3.9403], [1.7229, 1.3301, 3.9450], [2.2167, 2.6668, 2.8997], [5.2916, 0.9296, -2.9998], [2.6339, -0.5346, -2.7400], [4.2111, -1.1201, -2.2325], [3.9050, -0.7832, -3.9459], [2.5418, 1.9306, -3.7843], [3.9335, 1.6077, -4.8085], [3.9833, 2.9506, -3.6540], [-0.9554, 1.2667, 1.0174], [-1.6099, 2.1628, 1.3201], [-2.4226, 3.1373, 1.7181], [-2.8619, 4.1725, 0.7985], [-4.3687, 4.0857, 0.5866], [-5.1010, 4.0766, 1.9272], [-4.5979, 2.9360, 2.8101], [-3.0907, 3.0355, 3.0068], [-2.3114, 4.0507, -0.1324], [-2.6006, 5.1538, 1.2181], [-4.5899, 3.1638, 0.0421], [-4.7007, 4.9213, -0.0352], [-6.1798, 3.9989, 1.7754], [-4.9231, 5.0314, 2.4381], [-4.8218, 1.9776, 2.3336], [-5.0973, 2.9430, 3.7825], [-2.6830, 2.1698, 3.5269], [-2.8500, 3.9301, 3.5983], [0.4017, -4.2899, 3.0838], [-0.1574, -3.9013, 4.2368], [-0.3334, -4.8535, 5.2465], [-0.8902, -4.4896, 6.4585], [-1.2857, -3.1755, 6.6923], [-1.1134, -2.2374, 5.6848], [-0.5603, -2.5714, 4.4560], [-0.4116, -1.5020, 3.3877], [-0.7818, -0.3600, 3.6339], [0.0824, -1.9438, 2.2864], [0.4608, -3.4387, 2.5336], [-0.0168, -5.8701, 5.0509], [-1.0132, -5.2394, 7.2334], [-1.7184, -2.8912, 7.6433], [-1.4051, -1.2027, 5.8175]]
}

{
  "formula": "C2H8NO2P",
  "method": "ωB97M-V/def2-TZVPD",
  "multiplicity": 1,
  "lumo_ev": 0.214,
  "total_energy_ev": -17074.60795,
  "relative_energy_ev": 4.782,
  "e_homo_ha": -0.3252,
  "fmax_ev_per_a": 3.04,
  "homo_lumo_gap_ev": 9.06,
  "species": ["C", "C", "N", "O", "O", "P", "H", "H", "H", "H", "H", "H", "H", "H"],
  "positions_angstrom": [[1.3794, -0.5459, -1.7947], [-0.2401, 0.0027, 2.2575], [-0.5077, 2.1250, -1.0453], [1.2161, 0.2012, -0.5702], [-0.1491, 1.0871, 1.3881], [-0.1348, 0.9125, -0.1901], [0.7213, -0.1392, -2.6326], [1.1449, -1.6822, -1.6124], [2.4470, -0.2659, -2.1054], [-0.4286, -0.8535, 1.6506], [-1.2322, 0.0923, 2.6850], [0.4830, -0.2322, 3.0340], [-1.2837, 2.6071, -0.6441], [-1.6941, -0.7634, 0.0212]]
}